1.
Below is the molecule C21H31N3O3, with properties calculated with ωB97M-V with the def2-TZVPD basis set.

Values from the calculation:
Orbital gap in Eh: 0.309
E_LUMO in Eh: 0.0286
Relative energy (zero: lowest compared OMol25 entry of this formula, charge and spin) in kJ/mol: 210.0
Electronic energy in eV: -32893.1906
HOMO in hartree: -0.2806
M in g mol⁻¹: 373.5
Charge: 0

Each line ends with the Mulliken charge.
CARTESIAN COORDINATES (ANGSTROEM)
C 5.807 -1.333 0.205  -1.01
H 6.228 -1.233 1.211  0.38
O 4.441 -1.652 0.243  -0.38
C 4.052 -2.805 0.880  0.64
C 4.940 -3.703 1.445  -0.47
C 4.485 -4.831 2.113  -0.74
C 3.131 -5.066 2.213  -0.89
C 2.233 -4.184 1.634  -0.22
C 2.659 -3.045 0.957  0.16
N 1.768 -2.110 0.433  0.49
C 1.849 -1.788 -0.977  -1.14
C 1.220 -0.419 -1.224  -0.48
N -0.167 -0.461 -0.805  0.35
C -1.004 0.644 -1.220  0.26
C -1.329 0.587 -2.717  -0.83
C -2.335 1.684 -3.062  -0.65
C -1.809 3.053 -2.626  -1.00
N -1.483 3.025 -1.211  0.19
C -2.394 3.507 -0.335  0.73
O -3.342 4.180 -0.704  -0.71
C -2.179 3.219 1.150  -0.08
C -3.545 3.251 1.831  -1.07
C -4.410 2.137 1.272  0.97
O -3.941 1.118 0.826  -0.54
C -5.886 2.415 1.301  -1.40
H -6.093 3.151 0.525  0.28
H -6.181 2.839 2.258  0.37
H -6.453 1.511 1.095  0.37
H -3.441 3.096 2.908  0.48
H -4.032 4.210 1.660  0.38
H -1.745 2.233 1.300  0.09
H -1.515 3.978 1.570  0.32
C -0.453 2.058 -0.915  -1.61
H -0.118 2.145 0.117  0.59
H 0.402 2.273 -1.565  0.19
H -2.565 3.824 -2.779  0.45
H -0.906 3.314 -3.186  0.37
H -2.533 1.695 -4.135  0.45
H -3.275 1.491 -2.541  0.32
H -1.737 -0.394 -2.960  0.38
H -0.421 0.732 -3.306  0.34
H -1.949 0.538 -0.674  0.07
C -0.229 -0.758 0.611  -0.53
C 0.391 -2.131 0.871  -1.12
H 0.357 -2.340 1.941  0.51
H -0.199 -2.889 0.332  0.39
H -1.275 -0.768 0.927  0.37
H 0.318 -0.012 1.215  0.26
H 1.273 -0.188 -2.288  0.44
H 1.799 0.335 -0.663  0.28
H 2.891 -1.775 -1.288  0.50
H 1.304 -2.538 -1.573  0.27
H 1.178 -4.397 1.703  0.47
H 2.763 -5.940 2.730  0.37
H 5.197 -5.512 2.553  0.38
H 6.003 -3.528 1.388  0.39
H 5.870 -0.373 -0.306  0.24
H 6.384 -2.076 -0.356  0.39

2.
Below is a cluster of 2 separate species, C5H15NO in total, with properties calculated with ωB97M-V with the def2-TZVPD basis set.

Values from the calculation:
Orbital gap in Eh: 0.350
E_LUMO in Eh: 0.0264
Relative energy (zero: lowest compared OMol25 entry of this formula, charge and spin) in kJ/mol: 94.8
Electronic energy in eV: -8965.3759
HOMO in hartree: -0.3232
M in g mol⁻¹: 105.2
Charge: 0

Each line ends with the Mulliken charge.
CARTESIAN COORDINATES (ANGSTROEM)
C -0.127 -2.491 -0.590  -1.16
C -0.244 -1.311 -1.573  -0.42
C 1.023 -0.441 -1.639  -0.76
C 1.050 0.691 -0.624  -0.71
N 1.253 0.216 0.735  -0.23
C 0.659 1.067 1.757  -0.80
H 0.426 -2.137 0.282  0.32
H 0.399 -3.318 -1.069  0.29
H -1.095 -2.892 -0.307  0.34
H -0.436 -1.644 -2.582  0.36
H -1.079 -0.684 -1.289  0.28
H 1.906 -1.079 -1.526  0.31
H 1.100 0.004 -2.631  0.37
H 1.778 1.463 -0.906  0.37
H 0.114 1.246 -0.702  0.40
H 2.255 0.218 0.890  0.23
H 0.629 0.527 2.702  0.28
H 1.199 2.008 1.927  0.32
H -0.332 1.420 1.485  0.22
H -3.537 3.026 1.426  0.32
H -3.486 1.588 1.989  0.31
O -3.455 2.521 2.245  -0.64

3.
Below is a structure of composition C37H36BrN8O2SV at a distorted geometry, with properties calculated with ωB97M-V with the def2-TZVPD basis set.

Values from the calculation:
Orbital gap (alpha / beta) in Eh: 0.155 / 0.173
E_LUMO (alpha / beta) in Eh: 0.0877 / 0.0876
Relative energy (zero: lowest compared OMol25 entry of this formula, charge and spin) in kJ/mol: 47.0
Electronic energy in eV: -161538.0892
Spin multiplicity: 4
HOMO (alpha / beta) in hartree: -0.0678 / -0.0858
M in g mol⁻¹: 787.7
Charge: -1

Each line ends with the Mulliken charge.
CARTESIAN COORDINATES (ANGSTROEM)
V 0.472 -0.177 1.276  0.99
C 2.652 -1.878 -2.875  -0.86
C 1.921 -3.118 -2.984  -0.46
C 1.140 -3.513 -1.954  -0.90
C 0.997 -2.733 -0.757  0.27
N 1.952 -1.676 -0.597  0.46
C 2.653 -1.246 -1.679  0.11
C -0.038 -2.888 0.166  0.83
C -0.990 -3.944 0.143  -1.12
C -1.872 -4.123 1.203  -1.49
C -1.767 -3.332 2.362  -0.51
C -0.857 -2.277 2.358  -0.32
N -0.196 -1.902 1.180  1.49
C -0.369 -1.552 3.482  0.68
C -0.620 -1.841 4.841  -1.05
C 0.145 -1.272 5.816  -0.45
C 1.212 -0.406 5.445  -1.13
C 1.392 -0.110 4.132  -0.20
N 0.603 -0.609 3.133  1.01
H 3.235 -1.484 -3.697  0.40
H 2.000 -3.727 -3.877  0.36
H 0.578 -4.436 -2.034  0.32
H 3.272 -0.374 -1.502  0.28
H -1.009 -4.639 -0.688  0.25
H -2.588 -4.937 1.167  0.39
H -2.341 -3.559 3.252  0.39
H -1.405 -2.545 5.090  0.30
H -0.034 -1.508 6.859  0.40
H 1.866 0.029 6.190  0.40
H 2.175 0.566 3.820  0.39
N -0.429 2.575 3.347  -0.22
C 0.744 2.865 2.774  -0.13
N 1.440 2.087 1.976  0.60
C 2.607 2.722 1.553  -1.38
C 3.520 2.197 0.643  0.46
C 4.630 2.945 0.281  -1.06
C 4.844 4.217 0.812  -0.55
C 3.936 4.758 1.713  -0.44
C 2.829 4.002 2.073  0.83
S 1.507 4.430 3.120  -0.39
H -1.011 1.880 2.849  -0.08
H -0.947 3.354 3.711  0.34
H 3.334 1.212 0.231  -0.01
H 5.338 2.538 -0.432  0.42
H 5.716 4.790 0.517  0.37
H 4.088 5.749 2.126  0.38
Br -3.731 2.646 -1.910  -0.13
C -3.997 0.978 -1.030  0.10
C -4.870 0.115 -1.684  -0.55
C -5.116 -1.150 -1.173  -0.69
C -4.469 -1.563 -0.020  -0.39
C -3.596 -0.697 0.620  -0.24
C -3.346 0.593 0.146  0.49
C -2.379 1.431 0.982  0.37
O -2.430 2.656 0.951  -0.74
O -1.611 0.722 1.740  -0.91
H -5.350 0.439 -2.598  0.41
H -5.796 -1.816 -1.694  0.37
H -4.624 -2.560 0.376  0.37
H -3.064 -1.014 1.511  0.36
C 2.244 -1.161 0.759  -1.32
H 2.431 -2.017 1.411  0.37
H 3.175 -0.587 0.716  0.82
C -0.907 -1.086 -4.306  -0.41
C -1.480 -1.664 -3.035  -0.69
N -1.083 -0.844 -1.905  1.64
C -0.525 0.393 -1.948  -1.61
N -0.051 0.927 -0.847  1.22
C 0.231 2.361 -0.982  -0.80
C 1.052 2.626 -2.232  -0.55
C 0.185 2.260 -3.418  -0.88
N -0.567 1.037 -3.157  0.84
C -1.215 0.400 -4.297  -1.04
H -1.337 -1.577 -5.182  0.43
H 0.177 -1.226 -4.317  0.15
H -1.137 -2.685 -2.872  0.17
H -2.570 -1.685 -3.110  0.45
H -1.028 -1.285 -1.002  -1.15
H 0.742 2.707 -0.105  -0.31
H -0.709 2.923 -1.042  0.36
H 1.947 1.998 -2.208  0.19
H 1.362 3.672 -2.302  0.40
H 0.790 2.112 -4.317  0.51
H -0.519 3.073 -3.625  0.32
H -0.849 0.885 -5.200  0.51
H -2.300 0.556 -4.257  0.17

4.
Below is the molecule C3H3NOS2 at a distorted geometry, with properties calculated with ωB97M-V with the def2-TZVPD basis set.

Values from the calculation:
Orbital gap in Eh: 0.347
E_LUMO in Eh: 0.0162
Relative energy (zero: lowest compared OMol25 entry of this formula, charge and spin) in kJ/mol: 261.5
Electronic energy in eV: -28365.1236
HOMO in hartree: -0.3313
M in g mol⁻¹: 133.2
Charge: 0

Each line ends with the Mulliken charge.
CARTESIAN COORDINATES (ANGSTROEM)
C -0.314 -0.433 0.170  0.33
C -0.414 0.208 1.382  -0.38
C 0.485 0.449 -0.576  0.27
H -1.940 -2.112 0.614  0.14
H -0.984 0.154 2.230  0.48
H 2.226 0.637 -2.425  0.18
N 0.766 1.540 0.051  -0.34
O 0.351 1.368 1.308  -0.13
S -1.052 -1.860 -0.459  -0.25
S 0.876 0.049 -2.295  -0.30